Entry 1:
# C32H29BrCl6IN2NaO2S

A structure of composition C32H29BrCl6IN2NaO2S (ωB97M-V/def2-TZVPD, the OMol25 dataset).

Element x y z (Å)
Na 0.3590 -0.2204 1.0864
Cl 2.0664 -2.6801 -0.9271
C 0.9639 -3.4903 0.1949
C 0.0902 -2.7061 0.9173
C -0.7644 -3.4129 1.7355
Cl -1.9320 -2.4896 2.7019
C -0.7699 -4.7972 1.8779
Cl -1.8672 -5.6173 2.9361
C 0.1550 -5.5367 1.1383
Cl 0.2080 -7.2623 1.2851
C 1.0368 -4.8791 0.2788
Cl 2.1820 -5.8054 -0.6415
C -1.6669 3.7609 1.5508
C -0.5248 2.7774 1.3474
O -0.8156 1.5881 1.3953
C 0.8278 3.2986 1.1192
C 0.9725 4.6762 0.8704
C 2.1866 5.2851 0.6558
C 3.3413 4.4913 0.7023
C 3.2534 3.1480 0.9471
C 2.0068 2.4687 1.1531
O 2.0155 1.2127 1.3703
H -2.5360 3.1944 1.8751
H -1.9067 4.2550 0.6055
H -1.4212 4.5319 2.2821
H 0.0828 5.2908 0.8252
H 2.2452 6.3454 0.4477
H 4.3162 4.9403 0.5406
H 4.1445 2.5293 0.9773
C 5.5683 -4.8281 1.8294
C 4.6311 -3.6558 1.6152
N 4.5086 -2.8754 2.8588
C 3.5979 -1.8103 2.8574
S 2.2971 -1.8376 3.9163
N 3.8229 -0.8007 2.0219
C 5.0659 -0.4800 1.3343
C 4.8980 -0.4001 -0.1782
H 5.6601 -5.4129 0.9131
H 5.1876 -5.4935 2.6091
H 6.5603 -4.4820 2.1311
H 3.6512 -4.0134 1.2911
H 5.0052 -3.0242 0.8169
H 4.2209 -3.4938 3.6093
H 3.1259 -0.0451 1.9699
H 5.8336 -1.1926 1.6307
H 5.3916 0.4946 1.7106
H 4.5778 -1.3561 -0.5908
H 5.8352 -0.1024 -0.6550
H 4.1307 0.3367 -0.4236
Cl -3.7758 1.2304 -6.9227
C -2.9262 1.0993 -5.3860
C -1.7844 0.3014 -5.2719
C -1.1096 0.1999 -4.0776
C -1.5272 0.8957 -2.8818
C -0.8772 0.8220 -1.6717
C -2.7131 1.7034 -3.0666
C -3.3796 1.7977 -4.2683
H -1.4245 -0.2489 -6.1348
H -0.2326 -0.4377 -4.0251
H -1.2723 1.3568 -0.8200
H 0.0593 0.2894 -1.5320
H -3.0671 2.2887 -2.2227
H -4.2584 2.4308 -4.3478
Br -6.8734 1.5317 2.3458
C -6.9373 1.4069 0.4511
C -8.1112 1.8027 -0.1782
C -8.2118 1.7367 -1.5554
C -7.1368 1.2723 -2.3019
C -5.9724 0.8813 -1.6694
C -5.8487 0.9466 -0.2785
I -4.0377 0.3412 0.5521
H -8.9371 2.1616 0.4212
H -9.1287 2.0471 -2.0414
H -7.1997 1.2081 -3.3810
H -5.1353 0.5106 -2.2513

LUMO = 3.57 eV
Kohn-Sham gap = 3.7 eV
net charge = -2
HOMO energy = -0.17 eV
spin multiplicity = 1


Entry 2:
# C51H99N9O3

A cluster of 9 separate species, C51H99N9O3 in total in a non-equilibrium geometry (ωB97M-V/def2-TZVPD, the OMol25 dataset).

Element x y z (Å)
C 0.4306 5.0078 -2.0673
C 0.9040 3.7631 -2.7568
C 0.7888 2.6109 -1.7379
C 0.1873 3.6216 -4.1128
C 0.7984 2.5504 -4.9646
C 2.3311 2.7015 -5.2354
C 3.0176 2.8720 -3.8904
C 3.1151 1.6038 -3.0781
C 4.4703 3.2577 -4.1989
N 2.3465 3.9908 -3.1858
O 3.1180 4.1751 -2.0144
H 0.9870 5.1088 -1.1867
H 0.4803 5.9062 -2.6866
H -0.6015 4.9533 -1.7535
H 0.7532 1.6529 -2.2344
H 1.6610 2.6292 -1.0657
H -0.1636 2.7728 -1.1737
H -0.8324 3.4213 -4.0132
H 0.3291 4.5725 -4.6415
H 0.7015 1.5791 -4.4578
H 0.1567 2.5127 -5.8886
H 2.5210 3.6498 -5.7752
H 2.7032 1.8366 -5.7628
H 4.0053 1.0855 -3.4489
H 2.2219 1.0003 -3.1749
H 3.3419 1.8976 -2.0760
H 4.9705 2.4427 -4.7474
H 5.0110 3.4375 -3.2554
H 4.4619 4.1374 -4.8426
H 3.2414 5.1481 -1.9751
C -5.4150 -0.4863 -1.4559
C -4.6202 0.7394 -1.9865
C -3.3770 1.0516 -1.0730
C -4.2438 0.4607 -3.4339
C -3.5407 1.6608 -4.0147
C -4.5241 2.7805 -4.0516
C -5.1128 3.1788 -2.6917
C -4.0374 3.9766 -1.9393
C -6.3694 4.0067 -2.9745
N -5.5474 1.9462 -2.0035
O -5.8995 2.2651 -0.5987
H -5.8574 -0.3975 -0.4541
H -6.0683 -0.8541 -2.2351
H -4.7139 -1.2535 -1.4320
H -3.1505 0.2042 -0.3660
H -2.4917 1.3096 -1.6301
H -3.6461 1.8960 -0.4464
H -3.6410 -0.4503 -3.4013
H -5.1340 0.3229 -4.1152
H -2.6697 1.8851 -3.3957
H -3.0735 1.5575 -4.9940
H -5.3186 2.3915 -4.7176
H -4.2427 3.7107 -4.6100
H -4.3060 4.0056 -0.8712
H -3.9416 4.9055 -2.4191
H -3.0744 3.5470 -1.9945
H -6.9828 3.4534 -3.7401
H -6.0813 4.9708 -3.3981
H -7.0046 4.2090 -2.1161
H -6.8037 1.9079 -0.5095
C -1.5136 -4.7307 3.7318
C -1.3683 -3.4688 4.5558
C -2.7176 -2.8111 4.5537
C -0.9603 -3.7234 6.0492
C 0.4787 -3.9991 6.4757
C 1.3280 -2.9123 5.7785
C 1.0855 -2.7563 4.2560
C 1.8302 -1.4911 3.8929
C 1.6054 -3.9786 3.4253
N -0.3473 -2.4316 4.0978
O -0.6603 -1.9648 2.7641
H -0.8174 -5.5156 3.9594
H -2.5509 -5.0895 3.9152
H -1.5260 -4.5423 2.6604
H -3.4080 -3.5377 5.0144
H -2.8262 -1.8594 5.0528
H -3.1302 -2.6105 3.5201
H -1.4534 -2.7765 6.5453
H -1.6840 -4.5065 6.3083
H 0.4585 -3.8782 7.5879
H 0.7957 -5.0438 6.2196
H 2.4293 -3.0417 5.8803
H 1.2659 -1.9241 6.2775
H 1.5465 -0.7317 4.6275
H 1.7290 -1.1570 2.8584
H 2.9497 -1.5782 4.1185
H 1.2357 -4.9258 3.9126
H 2.6667 -4.0063 3.3725
H 1.3245 -3.9913 2.3655
H -0.4810 -2.6824 2.1015
C 0.7337 -6.4825 -2.0291
C -0.7420 -6.0892 -1.7922
C -1.1694 -5.6730 -0.3928
C -0.6848 -4.3421 -0.0359
N -0.2645 -3.3282 0.3353
H 0.7840 -6.8009 -3.0649
H 1.0688 -7.2937 -1.3389
H 1.5359 -5.6751 -1.8576
H -1.3996 -6.8750 -2.0234
H -1.0338 -5.3202 -2.5165
H -0.8178 -6.3412 0.4345
H -2.2815 -5.5575 -0.4050
C 4.6794 2.3368 4.9426
C 3.7832 1.9565 3.7587
C 4.0816 2.7247 2.4330
C 5.3870 2.3426 1.9634
N 6.4369 2.2092 1.4840
H 4.4539 1.5914 5.7536
H 4.3916 3.3046 5.3359
H 5.7274 2.2470 4.6715
H 2.8119 2.2715 4.1170
H 3.8675 0.8544 3.5257
H 4.0250 3.8054 2.6086
H 3.3128 2.4266 1.6431
C -3.4706 1.6528 4.7662
C -2.9311 1.2724 6.1217
C -1.4660 0.8295 6.0390
C -0.4852 1.7373 5.4578
N 0.2714 2.3828 4.8570
H -4.5448 2.0438 4.8542
H -3.5027 0.7137 4.1311
H -2.9550 2.4796 4.2420
H -3.3786 0.3803 6.5750
H -2.9804 2.0176 6.9114
H -1.4314 -0.0262 5.3762
H -1.0294 0.4104 6.9403
C 6.2069 -1.2619 -2.1072
C 5.2482 -0.5272 -1.0592
C 4.4081 -1.4701 -0.2689
C 3.2491 -2.1672 -0.9326
N 2.4365 -2.7972 -1.4159
H 5.7147 -2.1444 -2.6700
H 7.1570 -1.6806 -1.7379
H 6.5429 -0.6000 -2.8635
H 4.5045 -0.0084 -1.7173
H 5.8916 0.1743 -0.4193
H 3.8658 -0.8435 0.4662
H 5.0421 -2.2851 0.2169
C 2.3137 -2.0112 -5.1659
C 0.7594 -1.7949 -4.9006
C -0.0054 -2.7204 -3.9386
C 0.0502 -4.0730 -4.4929
N -0.1079 -5.0855 -4.9452
H 2.4346 -3.0427 -5.4389
H 2.7878 -1.8499 -4.1748
H 2.7001 -1.3279 -5.9396
H 0.1749 -1.9274 -5.7877
H 0.5670 -0.7542 -4.5234
H -1.0513 -2.4154 -3.8253
H 0.4532 -2.6477 -2.9408
C -1.0831 2.4105 1.7127
C -1.1577 0.8467 1.6951
C -0.2503 0.2081 0.6405
C 1.1295 0.5391 0.8476
N 2.2354 0.7556 0.7299
H -1.7088 2.9584 0.9998
H -0.0575 2.7605 1.5718
H -1.3631 2.8260 2.6934
H -2.1959 0.4324 1.6001
H -0.7195 0.4957 2.6532
H -0.4725 0.5471 -0.3634
H -0.3362 -0.8384 0.5725

LUMO = 0.25 eV
Kohn-Sham gap = 8.9 eV
HOMO energy = -8.70 eV
spin multiplicity = 1


Entry 3:
# C38H103N16O8P5

A cluster of 7 separate species, C38H103N16O8P5 in total in a non-equilibrium geometry (ωB97M-V/def2-TZVPD, the OMol25 dataset).

Element x y z (Å)
C -28.8234 19.5088 8.3486
N -28.5584 18.7137 7.1179
C -28.1360 19.5183 5.9641
P -29.4706 17.2540 6.9663
O -30.8337 17.5751 6.5823
N -28.6448 16.3374 5.7997
C -27.2480 16.1366 5.8321
C -29.4404 15.2762 5.1426
N -29.3100 16.4278 8.4346
C -30.4306 15.6589 9.0108
C -28.1114 16.5795 9.3575
H -29.4194 18.8925 9.0217
H -29.3940 20.4027 8.0969
H -27.9412 19.7878 8.9248
H -27.8391 18.8962 5.1198
H -27.2751 20.1247 6.2456
H -28.9212 20.1415 5.5360
H -26.6541 16.8421 6.4132
H -27.0022 15.2362 6.3950
H -26.8059 16.0246 4.8421
H -29.2707 14.4003 5.7687
H -30.4540 15.6625 5.0349
H -28.9374 15.1000 4.1919
H -30.0174 14.8609 9.6276
H -31.0614 16.3404 9.5815
H -31.0130 15.1188 8.2642
H -27.9518 15.6104 9.8305
H -28.3094 17.4221 10.0200
H -27.2787 16.7238 8.6691
C -17.4384 12.3685 14.6587
N -17.1795 10.9476 14.3780
C -18.0561 10.4101 13.3780
P -16.3553 9.9194 15.5147
O -16.2169 8.5005 15.0753
N -14.7993 10.6290 15.9223
C -13.8735 11.2043 14.8682
C -14.0854 10.0758 17.0294
N -17.3347 10.1396 16.8624
C -18.4757 9.2308 17.1200
C -17.2762 11.2980 17.8323
H -18.2318 12.5252 15.3895
H -17.7020 12.8668 13.7258
H -16.5217 12.7616 15.0982
H -18.5733 9.5863 13.8698
H -17.4876 10.2023 12.4714
H -18.8490 11.1078 13.1083
H -13.3073 10.3952 14.4069
H -14.5712 11.6622 14.1670
H -13.2624 11.9270 15.4089
H -13.3307 10.6973 17.5112
H -14.8712 9.7922 17.7295
H -13.6219 9.1340 16.7354
H -19.3135 9.6389 16.5547
H -18.3810 8.2586 16.6363
H -18.5975 9.0564 18.1891
H -18.3005 11.6639 17.9030
H -16.6625 12.1158 17.4545
H -17.1282 10.9425 18.8520
C -21.5673 12.1217 17.8735
N -21.9592 12.4824 16.5008
C -20.9804 13.1271 15.6369
P -23.2510 11.7038 15.7821
O -24.2275 11.2326 16.8587
N -23.9257 12.8443 14.6385
C -24.4729 14.0875 15.2360
C -24.7394 12.2775 13.5223
N -22.6258 10.4195 14.8884
C -22.6933 9.0554 15.4998
C -21.8346 10.5052 13.6820
H -20.9292 12.8597 18.3596
H -21.1352 11.1210 17.8774
H -22.4595 11.9498 18.4755
H -20.3076 13.7908 16.1799
H -21.5273 13.7481 14.9275
H -20.3303 12.3815 15.1791
H -24.9333 14.7392 14.4934
H -25.1690 13.8377 16.0367
H -23.6756 14.6745 15.6919
H -24.5017 12.9503 12.6983
H -24.2644 11.3128 13.3442
H -25.7908 12.2130 13.8025
H -23.0564 9.0197 16.5269
H -23.1514 8.2654 14.9046
H -21.6331 8.8245 15.6035
H -21.5061 9.5378 13.3021
H -20.8688 10.9322 13.9522
H -22.2826 11.0598 12.8574
C -20.1788 12.0091 8.1691
N -20.4250 10.8800 7.2614
C -21.2079 9.8809 7.8806
P -20.0723 10.7672 5.5837
O -20.3572 9.3961 5.0375
N -20.9737 12.0250 4.8821
C -22.1471 12.6415 5.4953
C -21.0678 12.0830 3.3849
N -18.4829 11.3453 5.3135
C -18.0698 12.7892 5.3006
C -17.3732 10.3640 5.3119
H -20.2830 12.9894 7.7040
H -19.2252 11.7960 8.6522
H -20.9822 12.0121 8.9057
H -20.8522 9.8452 8.9103
H -21.0815 8.9160 7.3896
H -22.2587 10.1682 7.9177
H -22.7891 13.1503 4.7762
H -22.8228 11.8181 5.7269
H -21.9482 13.3378 6.3099
H -20.1922 11.6248 2.9252
H -21.8996 11.4391 3.0992
H -21.2635 13.1016 3.0501
H -17.0531 12.8951 4.9221
H -18.7443 13.3450 4.6494
H -18.1058 13.1246 6.3371
H -17.4804 9.6564 4.4898
H -17.5518 9.7488 6.1938
H -16.4438 10.9327 5.2796
C -20.7054 20.2710 13.1247
N -19.4717 20.8928 13.5554
C -19.5714 21.6283 14.8445
P -17.9009 20.5003 12.9578
O -16.7193 21.1507 13.6757
N -17.8435 18.7890 12.9061
C -18.7135 17.9453 12.0323
C -17.3017 18.0292 14.0319
N -17.7824 20.8640 11.2621
C -18.8218 21.1421 10.2999
C -16.5929 20.4090 10.5135
H -21.6350 20.7424 13.4435
H -20.8078 19.3138 13.6359
H -20.7439 20.1652 12.0405
H -18.6662 22.1708 15.1170
H -19.8478 21.0483 15.7250
H -20.2478 22.4672 14.6805
H -19.7382 17.9614 12.4038
H -18.7574 18.2528 10.9875
H -18.2916 16.9403 12.0206
H -16.5869 18.5959 14.6286
H -18.0549 17.5965 14.6904
H -16.7042 17.1834 13.6920
H -19.7120 21.5288 10.7959
H -18.4576 21.8358 9.5421
H -19.1933 20.2648 9.7703
H -16.4546 21.0329 9.6305
H -16.7978 19.4070 10.1366
H -15.6969 20.3548 11.1318
C -20.5549 14.9217 11.8745
C -21.5795 13.8598 11.5644
O -22.6256 14.5648 10.8052
C -23.4096 13.7558 10.0692
O -23.4281 12.5370 10.0780
O -24.1757 14.4425 9.3332
C -25.1848 13.8579 8.4525
H -21.0508 15.7274 12.4159
H -20.1857 15.2873 10.9163
H -19.6354 14.5507 12.3274
H -21.9874 13.4980 12.5082
H -21.2581 12.9960 10.9825
H -24.6698 13.3396 7.6437
H -25.7036 14.5996 7.8453
H -25.8655 13.2506 9.0491
C -16.3968 14.1666 11.4930
C -17.0987 13.7447 10.4217
C -16.2068 13.3375 9.4302
N -14.9041 13.5805 9.8842
C -15.0049 13.9674 11.2454
H -16.8403 14.5318 12.4075
H -18.1786 13.7450 10.4080
H -16.3689 13.0386 8.4052
H -14.1181 13.4650 9.2604
H -14.1310 14.2134 11.8304

LUMO = 0.08 eV
Kohn-Sham gap = 8.4 eV
HOMO energy = -8.35 eV
spin multiplicity = 1


Entry 4:
# C5H8N2

An isolated molecule of C5H8N2 (ωB97M-V/def2-TZVPD, the OMol25 dataset).

Element x y z (Å)
C -2.5182 1.3817 0.4687
N -1.1895 0.8491 0.3158
C -0.8377 -0.1632 0.9891
C 0.4351 -0.7812 0.6021
N 1.3505 -1.5604 0.9674
C 1.2866 -1.1290 -0.5152
C 2.4228 -0.3118 -1.0840
H -3.1764 0.7881 1.1206
H -2.9450 1.4169 -0.5388
H -2.4664 2.4124 0.8321
H -1.4680 -0.6603 1.7450
H 0.9273 -1.9022 -1.2019
H 2.8246 0.3765 -0.3368
H 3.2267 -0.9885 -1.3992
H 2.1277 0.2720 -1.9652

LUMO = 0.37 eV
Kohn-Sham gap = 10.0 eV
HOMO energy = -9.59 eV
spin multiplicity = 1